(1)
61
Properties=species:S:1:pos:R:3:lowdin_charge:R:1 method="wB97M-V/def2-TZVPD" charge=+1 e_homo_ev=-9.30 homo_lumo_gap_ev=6.817
Cd -0.398 0.235 0.027 1.383
C 4.059 4.224 -3.973 -0.047
C 3.280 3.097 -3.356 -0.278
C 3.721 1.779 -3.396 -0.034
C 3.017 0.781 -2.766 -0.033
C 1.821 0.997 -2.052 -0.247
N 1.214 -0.017 -1.349 -0.080
C 1.907 -1.152 -0.938 -0.275
C 3.244 -1.153 -0.502 -0.025
C 3.877 -2.298 -0.062 -0.026
C 3.214 -3.522 0.010 -0.279
C 3.906 -4.774 0.471 -0.043
C 1.877 -3.532 -0.351 -0.011
C 1.241 -2.386 -0.814 -0.156
N -0.141 -2.530 -1.166 -0.083
C -0.674 -3.491 -1.938 -0.036
C -2.043 -3.349 -1.917 -0.033
C -2.265 -2.250 -1.090 -0.144
N -1.116 -1.766 -0.630 -0.034
C 1.292 2.305 -2.171 -0.096
C 2.059 3.320 -2.748 -0.007
N -0.054 2.733 -1.804 -0.058
C -0.685 3.790 -2.360 -0.047
C -1.939 3.906 -1.808 -0.036
C -2.023 2.841 -0.921 -0.147
N -0.898 2.132 -0.932 -0.065
H 5.083 3.920 -4.181 0.077
H 4.096 5.088 -3.310 0.081
H 3.612 4.548 -4.914 0.084
H 4.640 1.533 -3.912 0.118
H 3.398 -0.229 -2.809 0.111
H 3.783 -0.216 -0.505 0.120
H 4.909 -2.238 0.256 0.118
H 4.913 -4.557 0.821 0.079
H 3.987 -5.500 -0.340 0.086
H 3.364 -5.254 1.286 0.077
H 1.302 -4.446 -0.267 0.123
H -0.040 -4.194 -2.448 0.138
H -2.770 -3.943 -2.438 0.104
H -3.195 -1.784 -0.811 0.112
H 1.701 4.338 -2.707 0.111
H -0.225 4.379 -3.128 0.126
H -2.684 4.644 -2.037 0.106
H -2.844 2.535 -0.293 0.107
C 0.265 -0.072 4.623 -0.219
S 0.744 -0.660 3.009 0.964
O 0.402 0.504 2.078 -0.644
C -0.493 -1.893 2.709 -0.432
C -1.846 -1.560 2.719 -0.100
C -2.778 -2.531 2.399 -0.070
C -2.356 -3.815 2.069 -0.059
C -1.009 -4.134 2.056 -0.056
C -0.063 -3.167 2.375 -0.086
H -0.783 0.217 4.621 0.059
H 0.900 0.782 4.844 0.065
H 0.450 -0.872 5.338 0.073
H -2.163 -0.554 2.974 0.111
H -3.832 -2.293 2.413 0.115
H -3.088 -4.571 1.822 0.116
H -0.690 -5.132 1.793 0.115
H 0.994 -3.394 2.345 0.107

(2)
61
Properties=species:S:1:pos:R:3:lowdin_charge:R:1 method="wB97M-V/def2-TZVPD" charge=+1 e_homo_ev=-10.13 homo_lumo_gap_ev=6.919
Zn -1.107 -0.110 -1.701 0.775
Br 2.741 -2.610 3.260 0.752
C 0.892 -2.632 3.654 -0.690
C 0.402 -1.870 4.701 -0.111
C -0.961 -1.880 4.963 -0.028
C -1.822 -2.603 4.151 -0.279
C -1.313 -3.409 3.139 -0.020
C 0.049 -3.430 2.894 -0.119
N -3.226 -2.591 4.472 0.090
N -4.070 -2.430 3.582 0.091
C -3.661 -2.090 2.246 -0.248
C -4.124 -2.875 1.225 -0.013
C -3.717 -2.685 -0.106 0.017
C -2.851 -1.669 -0.448 -0.358
O -2.430 -1.468 -1.683 -0.163
C -2.430 -0.784 0.609 -0.142
N -1.610 0.256 0.255 0.039
C -1.269 1.154 1.152 -0.100
C -1.726 1.102 2.475 -0.021
C -2.508 0.050 2.861 0.024
C -2.857 -0.961 1.938 -0.099
H 1.075 -1.286 5.313 0.107
H -1.367 -1.312 5.791 0.123
H -1.979 -4.026 2.551 0.123
H 0.458 -4.068 2.123 0.097
H -4.788 -3.694 1.473 0.126
H -4.085 -3.334 -0.889 0.124
H -0.621 1.957 0.822 0.113
H -1.459 1.889 3.165 0.116
H -2.889 0.002 3.872 0.125
O 4.251 3.784 0.163 -0.027
C 3.979 4.393 -1.077 -0.229
N 2.801 3.694 -1.557 0.097
C 1.976 4.259 -2.460 -0.442
O 2.221 5.317 -3.005 0.094
C 0.707 3.517 -2.815 -0.078
C -0.139 4.113 -3.745 0.044
C -1.310 3.475 -4.108 -0.002
C -1.603 2.248 -3.545 -0.077
N -0.792 1.661 -2.657 -0.011
C 0.336 2.295 -2.295 -0.080
H 4.980 4.243 0.593 0.102
H 4.807 4.264 -1.779 0.136
H 3.750 5.457 -0.991 0.134
H 2.557 2.874 -1.028 0.126
H 0.147 5.071 -4.159 0.136
H -1.992 3.915 -4.820 0.125
H -2.505 1.708 -3.803 0.129
H 0.939 1.780 -1.556 0.104
N 4.088 -1.255 -3.089 0.155
C 2.986 -1.546 -2.359 -0.353
C 1.799 -0.803 -2.482 -0.056
N 0.743 -1.087 -1.733 0.001
C 0.819 -2.103 -0.864 -0.092
C 1.994 -2.827 -0.766 -0.089
N 3.066 -2.558 -1.495 0.153
H 4.057 -0.603 -3.850 0.107
H 4.869 -1.886 -3.029 0.115
H 1.710 -0.001 -3.204 0.115
H -0.054 -2.332 -0.269 0.104
H 2.068 -3.660 -0.077 0.109

(3)
19
Properties=species:S:1:pos:R:3:lowdin_charge:R:1 method="wB97M-V/def2-TZVPD" e_homo_ev=-8.56 homo_lumo_gap_ev=9.348
C -2.428 0.984 -0.881 -0.094
C -2.311 -0.394 -0.811 -0.087
C -1.352 1.787 -0.539 -0.081
C -1.113 -0.968 -0.425 -0.046
C -0.153 1.215 -0.160 -0.071
C -0.016 -0.168 -0.116 -0.345
C 1.910 -0.530 2.012 -0.001
C 1.271 -0.810 0.162 -0.527
Se 2.803 -0.120 -0.857 0.788
H -3.353 1.430 -1.212 0.099
H -3.144 -1.028 -1.075 0.101
H -1.445 2.862 -0.584 0.102
H -1.019 -2.044 -0.382 0.110
H 0.700 1.833 0.082 0.099
H 1.320 0.292 2.388 0.033
H 2.961 -0.300 1.928 0.005
H 1.705 -1.463 2.508 0.030
H 1.256 -1.893 0.094 0.060
H 2.408 -0.686 -2.133 -0.174

(4)
105
Properties=species:S:1:pos:R:3:lowdin_charge:R:1 method="wB97M-V/def2-TZVPD" charge=+1 e_homo_ev="-8.78 / -9.66" homo_lumo_gap_ev="7.111 / 7.987" spin_multiplicity=4
V 22.850 -12.416 3.413 0.890
C 26.225 -10.444 1.193 -0.107
C 26.113 -11.204 2.475 -0.447
O 24.883 -11.799 2.770 -0.378
H 26.274 -11.048 0.288 0.055
H 27.173 -9.906 1.214 0.077
H 25.461 -9.695 0.983 0.052
H 26.299 -10.504 3.290 0.075
H 26.969 -11.867 2.592 0.091
C 22.676 -16.328 1.950 0.020
C 23.681 -15.590 2.722 -0.499
O 23.214 -14.623 3.338 -0.036
N 24.999 -15.938 2.774 0.032
C 26.058 -15.255 3.475 -0.049
H 23.248 -17.037 1.352 0.088
H 22.160 -15.675 1.247 0.089
H 21.958 -16.811 2.613 0.100
H 25.270 -16.811 2.343 0.141
H 25.785 -15.408 4.519 0.088
H 26.091 -14.185 3.270 0.076
H 27.068 -15.587 3.233 0.095
C 23.092 -14.602 6.943 0.021
C 23.690 -13.232 6.595 -0.475
O 23.350 -12.638 5.564 -0.039
N 24.562 -12.683 7.437 0.023
C 25.128 -11.364 7.376 -0.049
H 22.979 -14.797 8.010 0.082
H 23.692 -15.430 6.565 0.081
H 22.126 -14.743 6.459 0.065
H 24.866 -13.315 8.165 0.144
H 26.084 -11.508 7.881 0.097
H 24.536 -10.655 7.955 0.080
H 25.237 -10.934 6.380 0.085
C 21.330 -9.141 5.880 0.028
C 21.666 -9.298 4.415 -0.476
O 21.972 -10.484 4.009 -0.069
N 21.497 -8.252 3.661 0.055
C 21.609 -8.350 2.197 -0.021
H 21.690 -8.207 6.312 0.085
H 21.755 -9.981 6.430 0.086
H 20.248 -9.213 5.985 0.068
H 21.182 -7.431 4.157 0.154
H 20.979 -9.049 1.648 0.086
H 22.649 -8.632 2.034 0.078
H 21.371 -7.362 1.802 0.096
C 20.872 -11.952 -0.521 0.030
C 22.018 -11.686 0.415 -0.538
O 22.059 -12.338 1.433 -0.035
N 22.949 -10.783 0.136 0.057
C 22.884 -9.843 -0.983 -0.055
H 20.569 -12.991 -0.391 0.088
H 21.054 -11.865 -1.592 0.091
H 20.013 -11.407 -0.130 0.091
H 23.742 -10.683 0.754 0.092
H 23.539 -8.988 -0.817 0.085
H 21.894 -9.450 -1.216 0.089
H 23.248 -10.419 -1.834 0.089
C 19.113 -14.458 3.018 0.035
C 19.809 -13.768 4.196 -0.460
O 20.876 -13.176 3.908 -0.059
N 19.304 -13.899 5.441 0.036
C 19.636 -13.140 6.657 -0.025
H 18.760 -13.758 2.261 0.082
H 18.297 -15.109 3.334 0.079
H 19.843 -15.088 2.509 0.077
H 18.530 -14.548 5.459 0.135
H 18.692 -13.094 7.199 0.089
H 20.067 -12.161 6.449 0.087
H 20.315 -13.722 7.280 0.070
O 24.947 -8.381 7.121 0.122
C 25.054 -7.734 6.133 -0.535
O 24.083 -6.956 5.754 0.030
C 24.500 -6.200 4.580 -0.104
C 25.423 -7.222 3.956 -0.188
C 26.191 -7.710 5.107 -0.070
H 24.948 -5.266 4.920 0.137
H 23.646 -6.063 3.917 0.118
H 26.088 -6.877 3.165 0.129
H 24.839 -8.045 3.543 0.115
H 26.858 -6.911 5.432 0.140
H 26.625 -8.707 5.028 0.125
O 16.978 -9.010 0.854 0.110
C 17.171 -9.388 1.989 -0.462
O 17.685 -8.629 2.959 0.053
C 17.638 -9.350 4.195 -0.160
C 17.563 -10.816 3.844 -0.170
C 16.866 -10.830 2.529 -0.064
H 16.855 -9.040 4.886 0.131
H 18.499 -9.181 4.842 0.095
H 17.154 -11.410 4.661 0.123
H 18.599 -11.129 3.711 0.108
H 15.785 -10.960 2.471 0.132
H 17.277 -11.512 1.785 0.113
O 23.041 -14.759 -1.088 0.125
C 24.218 -14.641 -1.059 -0.487
O 25.056 -15.247 -1.937 0.031
C 26.444 -15.052 -1.545 -0.114
C 26.356 -14.450 -0.152 -0.156
C 24.985 -13.818 -0.030 -0.070
H 26.875 -14.338 -2.247 0.127
H 26.956 -16.014 -1.563 0.128
H 27.066 -13.655 0.077 0.115
H 26.479 -15.186 0.643 0.094
H 25.008 -12.787 -0.382 0.112
H 24.520 -13.908 0.952 0.100

(5)
11
Properties=species:S:1:pos:R:3:lowdin_charge:R:1 method="wB97M-V/def2-TZVPD" e_homo_ev=-10.00 smiles="N#C/C=C/CO" homo_lumo_gap_ev=10.058
N -1.477 2.285 -1.905 0.143
C -1.230 1.350 -1.267 -0.231
C -0.897 0.211 -0.474 -0.140
C -0.125 0.295 0.628 -0.066
C 0.713 -0.899 0.950 -0.221
O 1.650 -0.554 -0.077 -0.068
H -1.337 -0.742 -0.756 0.120
H 0.244 1.234 1.031 0.134
H 1.203 -0.918 1.930 0.123
H 0.239 -1.873 0.758 0.120
H 1.017 -0.388 -0.819 0.085

(6)
115
Properties=species:S:1:pos:R:3:lowdin_charge:R:1 method="wB97M-V/def2-TZVPD" charge=-1 e_homo_ev=-8.41 homo_lumo_gap_ev=10.484
As 2.313 -1.841 7.577 0.883
F 2.579 -3.269 6.578 -0.296
F 2.033 -0.869 6.099 -0.314
F 2.036 -0.343 8.527 -0.313
F 2.650 -2.801 9.076 -0.318
F 4.099 -1.433 7.454 -0.335
F 0.575 -2.252 7.732 -0.307
C 5.969 6.822 6.277 -0.072
C 7.056 5.688 6.247 -0.451
C 6.491 4.504 7.069 -0.062
O 7.251 5.302 4.880 -0.060
H 5.621 7.202 7.238 0.068
H 5.042 6.660 5.728 0.072
H 6.355 7.681 5.729 0.063
H 8.023 6.012 6.631 0.130
H 7.205 3.680 7.048 0.076
H 5.607 4.170 6.525 0.079
H 6.209 4.712 8.101 0.080
H 6.524 4.701 4.703 0.078
C -0.656 5.234 3.126 -0.065
C -1.846 4.282 2.836 -0.457
C -2.314 3.670 4.182 -0.060
O -2.972 4.953 2.211 -0.068
H 0.084 4.703 3.725 0.076
H -0.925 6.030 3.821 0.075
H -0.240 5.617 2.194 0.070
H -1.528 3.484 2.165 0.127
H -2.476 4.428 4.948 0.075
H -1.575 2.948 4.531 0.082
H -3.282 3.185 4.054 0.072
H -2.721 5.041 1.289 0.074
C 5.142 -0.957 0.937 -0.057
C 4.800 0.449 0.427 -0.496
C 3.629 0.599 -0.561 -0.053
O 4.470 1.293 1.514 -0.067
H 6.051 -0.920 1.539 0.081
H 5.205 -1.587 0.050 0.075
H 4.397 -1.377 1.613 0.079
H 5.777 0.787 0.081 0.130
H 3.565 1.580 -1.030 0.074
H 2.701 0.311 -0.068 0.082
H 3.858 -0.061 -1.398 0.066
H 3.803 0.848 2.041 0.086
C 6.404 1.416 15.943 -0.073
C 6.486 -0.066 16.225 -0.485
C 5.793 -0.877 15.105 -0.046
O 7.852 -0.465 16.291 -0.070
H 6.746 1.744 14.961 0.083
H 6.928 2.073 16.638 0.072
H 5.348 1.684 15.967 0.078
H 6.175 -0.333 17.235 0.130
H 6.055 -1.934 15.145 0.075
H 6.109 -0.571 14.108 0.081
H 4.709 -0.765 15.106 0.077
H 8.174 -0.197 17.155 0.079
C 5.968 -9.322 6.351 -0.059
C 6.723 -8.451 5.344 -0.499
C 7.778 -9.256 4.581 -0.062
O 5.824 -7.949 4.374 -0.060
H 5.141 -8.804 6.834 0.079
H 6.678 -9.760 7.053 0.074
H 5.578 -10.213 5.859 0.076
H 7.142 -7.547 5.786 0.134
H 8.503 -9.770 5.212 0.074
H 8.356 -8.614 3.916 0.074
H 7.286 -10.010 3.967 0.079
H 5.328 -7.258 4.818 0.090
C -1.357 -6.470 2.775 -0.064
C -1.536 -5.796 1.430 -0.512
C -0.556 -4.626 1.260 -0.064
O -1.247 -6.778 0.463 -0.060
H -0.304 -6.705 2.931 0.085
H -2.073 -7.275 2.944 0.081
H -1.616 -5.719 3.521 0.080
H -2.535 -5.386 1.275 0.136
H -0.892 -3.838 1.934 0.081
H -0.506 -4.300 0.221 0.078
H 0.462 -4.837 1.586 0.078
H -0.332 -6.979 0.670 0.081
C -0.460 5.192 11.333 -0.066
C 0.256 4.707 12.582 -0.491
C -0.557 3.578 13.223 -0.071
O 1.500 4.126 12.198 -0.064
H 0.112 6.041 10.958 0.080
H -1.513 5.329 11.577 0.080
H -0.304 4.422 10.578 0.081
H 0.360 5.558 13.255 0.135
H -0.633 2.741 12.528 0.085
H -1.550 3.959 13.463 0.069
H -0.195 3.193 14.176 0.074
H 1.407 3.449 11.524 0.088
C 1.546 -8.808 13.283 -0.050
C 2.733 -7.945 13.932 -0.485
C 3.523 -8.670 15.047 -0.052
O 3.541 -7.668 12.840 -0.056
H 0.856 -9.143 14.058 0.057
H 1.885 -9.691 12.741 0.072
H 0.934 -8.170 12.645 0.065
H 2.345 -7.018 14.353 0.126
H 3.834 -9.645 14.675 0.074
H 2.870 -8.840 15.903 0.073
H 4.397 -8.056 15.266 0.076
H 3.209 -6.921 12.337 0.100
C 10.735 -1.977 7.532 -0.204
O 9.694 -2.540 8.250 -0.105
H 10.858 -2.368 6.522 0.074
H 10.690 -0.889 7.573 0.077
H 11.645 -2.275 8.051 0.075
H 8.884 -2.263 7.817 0.083
C -3.277 -3.471 12.670 -0.172
O -4.344 -3.042 13.481 -0.129
H -3.428 -3.437 11.591 0.086
H -2.418 -2.856 12.936 0.073
H -2.974 -4.455 13.028 0.072
H -4.088 -3.242 14.384 0.070